Molecular formula: C31H49NO4P2Ru
Method: DFT, ωB97M-V/def2-TZVPD

Atoms and positions in Å:
Ru: -0.581 -0.225 -2.434
C: -2.326 1.500 -0.218
C: -2.760 0.655 -1.315
C: -2.636 -0.621 0.647
C: -2.406 0.768 0.995
C: -2.980 -0.651 -0.724
C: -2.209 2.975 -0.321
H: -1.883 3.330 -1.309
H: -1.538 3.415 0.418
H: -3.213 3.401 -0.166
C: -2.075 1.270 2.321
H: -1.541 2.224 2.273
H: -1.499 0.567 2.952
H: -3.049 1.442 2.792
C: -2.603 -1.749 1.574
H: -3.578 -1.730 2.083
H: -1.796 -1.707 2.344
H: -2.531 -2.726 1.055
C: -3.702 -1.747 -1.417
H: -4.756 -1.445 -1.516
H: -3.647 -2.703 -0.878
H: -3.293 -1.871 -2.434
C: -3.422 1.208 -2.520
H: -4.444 1.584 -2.334
H: -3.486 0.454 -3.315
H: -2.850 2.062 -2.917
C: 1.131 0.536 -3.031
C: -0.076 1.442 -3.259
C: -0.685 1.565 -4.583
C: -1.581 0.390 -5.108
C: -1.566 -0.816 -4.217
C: -0.401 -1.648 -4.101
C: 0.884 -1.354 -4.807
C: 1.765 -0.238 -4.142
H: 0.131 1.747 -5.260
H: -1.282 0.114 -6.117
H: -1.305 2.459 -4.523
H: 2.039 0.511 -4.868
H: 1.652 0.504 -2.081
H: -0.398 2.196 -2.556
H: 2.674 -0.706 -3.759
H: 1.448 -2.294 -4.792
H: -0.580 -2.702 -3.870
H: 0.719 -1.124 -5.861
H: -2.616 0.733 -5.187
H: -2.525 -1.290 -4.012
P: 1.185 1.806 0.163
C: 0.991 2.649 1.769
H: 1.899 3.170 2.067
H: 0.775 1.886 2.524
H: 0.171 3.370 1.752
C: 2.861 1.105 0.312
H: 3.539 1.841 0.750
H: 3.218 0.789 -0.671
H: 2.786 0.232 0.970
C: 1.432 3.230 -0.946
H: 1.619 2.860 -1.964
H: 2.250 3.879 -0.611
H: 0.492 3.799 -0.980
P: 0.471 -2.073 -0.356
C: -0.620 -3.274 -1.166
H: -0.067 -4.133 -1.550
H: -1.109 -2.743 -1.987
H: -1.385 -3.597 -0.458
C: 2.004 -2.217 -1.317
H: 1.797 -1.948 -2.356
H: 2.472 -3.207 -1.267
H: 2.687 -1.470 -0.897
C: 0.921 -3.091 1.102
H: 1.054 -4.147 0.866
H: 0.128 -2.970 1.843
H: 1.830 -2.682 1.542
O: -0.414 -1.453 3.720
C: 0.641 -0.822 3.454
O: 1.006 -0.451 2.287
C: 1.556 -0.519 4.613
C: 2.611 0.398 4.467
C: 3.446 0.740 5.540
C: 3.226 0.137 6.804
C: 2.188 -0.818 6.957
C: 1.355 -1.113 5.878
N: 4.019 0.522 7.931
O: 4.902 1.400 7.761
O: 3.791 -0.035 9.035
H: 2.794 0.879 3.515
H: 4.258 1.459 5.433
H: 2.063 -1.293 7.934
H: 0.531 -1.801 6.031

Properties
* ΔE to the lowest compared entry with this formula, charge and spin: 0.00 kcal/mol
* ⟨S²⟩: 8.771
* charge: +1
* 2S+1: 6
* lowest unoccupied orbital energy (alpha / beta): -3.15 / -6.14 eV
* largest force on an atom: 6.2 eV/A
* HOMO energy (alpha / beta): -10.61 / -10.89 eV

Molecular formula: C31H50BN12PW
Method: DFT, ωB97M-V/def2-TZVPD

Atoms and positions in Å:
W: -0.357 0.852 0.104
C: -3.543 -0.770 0.267
C: -3.523 0.706 0.475
C: -4.543 1.616 0.677
C: -3.923 2.855 0.815
N: -2.598 2.708 0.726
N: -2.342 1.386 0.487
B: -1.492 3.808 0.599
N: -0.927 3.704 -0.842
C: -0.746 4.552 -1.855
C: -0.115 3.885 -2.909
C: 0.074 2.589 -2.477
C: 0.696 1.393 -3.121
N: -0.435 2.484 -1.214
N: -0.298 3.431 1.542
C: 0.395 4.252 2.337
C: 1.498 3.583 2.846
C: 1.453 2.309 2.306
C: 2.380 1.165 2.511
N: 0.358 2.228 1.503
N: -2.032 5.136 0.976
C: -2.622 5.460 2.171
C: -2.912 6.791 2.123
C: -2.461 7.237 0.848
C: -2.541 8.611 0.296
N: -1.931 6.225 0.178
H: -4.215 -1.251 0.976
H: -3.904 -1.010 -0.734
H: -2.534 -1.175 0.403
H: -5.600 1.416 0.713
H: -4.367 3.825 0.981
H: -1.070 5.577 -1.756
H: 0.166 4.300 -3.862
H: 1.362 1.690 -3.928
H: 1.280 0.823 -2.387
H: -0.074 0.750 -3.552
H: 0.076 5.268 2.511
H: 2.244 3.966 3.522
H: 2.861 1.249 3.484
H: 1.835 0.223 2.460
H: 3.173 1.179 1.761
H: -2.774 4.723 2.946
H: -3.383 7.396 2.879
H: -2.949 9.295 1.034
H: -1.559 8.963 -0.024
H: -3.167 8.635 -0.597
N: 0.569 -0.719 0.096
P: 0.975 -2.245 -0.328
N: 0.854 -3.226 1.003
C: -0.158 -4.302 1.150
C: -0.294 -4.717 2.608
C: -0.640 -3.531 3.519
C: 0.193 -2.281 3.166
C: 1.367 -2.676 2.270
N: -0.034 -2.752 -1.522
C: -1.154 -1.936 -2.012
C: -1.212 -1.958 -3.534
C: -1.354 -3.401 -4.024
C: -0.210 -4.252 -3.478
C: -0.151 -4.164 -1.957
N: 2.507 -2.175 -0.913
C: 3.093 -3.111 -1.878
C: 4.074 -4.065 -1.193
C: 5.159 -3.270 -0.468
C: 4.529 -2.282 0.515
C: 3.534 -1.381 -0.221
H: 0.136 -5.171 0.562
H: -1.128 -3.954 0.779
H: 0.633 -5.188 2.935
H: -1.068 -5.480 2.674
H: -0.453 -3.822 4.551
H: -1.705 -3.308 3.440
H: 0.567 -1.796 4.069
H: -0.407 -1.540 2.621
H: 1.985 -3.418 2.777
H: 2.003 -1.815 2.052
H: -1.044 -0.894 -1.643
H: -2.096 -2.330 -1.612
H: -0.291 -1.533 -3.943
H: -2.060 -1.358 -3.871
H: -1.342 -3.415 -5.113
H: -2.315 -3.812 -3.703
H: 0.736 -3.914 -3.908
H: -0.349 -5.298 -3.752
H: 0.697 -4.727 -1.571
H: -1.065 -4.599 -1.540
H: 3.640 -2.512 -2.613
H: 2.312 -3.652 -2.406
H: 4.514 -4.718 -1.947
H: 3.528 -4.692 -0.481
H: 5.769 -2.725 -1.193
H: 5.824 -3.947 0.068
H: 5.290 -1.660 0.989
H: 4.005 -2.838 1.298
H: 4.073 -0.799 -0.977
H: 3.051 -0.683 0.463

Properties
* ⟨S²⟩: 0.762
* charge: +3
* 2S+1: 2
* lowest unoccupied orbital energy (alpha / beta): -11.39 / -11.01 eV
* largest force on an atom: 4.6 eV/A
* HOMO energy (alpha / beta): -16.17 / -16.17 eV

Q: Among the records above, which one has the lowest charge?
A: C31H49NO4P2Ru